Record 1
13
Properties=species:S:1:pos:R:3 method="wB97M-V/def2-TZVPD" e_lumo_ev=0.1 gap_ev=9.0
C -0.9446 0.4263 -0.8450
C -0.6641 1.2720 0.3702
C 0.0745 -0.8240 -0.7324
O 2.0120 -0.6302 1.1222
O -1.5650 1.7239 1.1175
O -0.3876 -1.7094 0.1918
S 1.8384 -0.2337 -0.4914
H -2.0161 0.1175 -0.8099
H -0.8456 1.1809 -1.6767
H 2.4410 0.0627 1.7168
H 0.3653 1.2427 0.6749
H 0.1059 -1.4047 -1.7012
H -0.4140 -1.2239 1.0635

Record 2
13
Properties=species:S:1:pos:R:3 method="wB97M-V/def2-TZVPD" e_lumo_ev="-5.7 / -5.7" gap_ev="8.0 / 8.0" charge=+1
O 0.5126 0.4727 0.2384
C 0.4709 -0.9271 -0.1094
C -1.0162 -1.1472 -0.3686
O -1.6347 -0.1271 0.3987
C -0.8969 1.0219 0.1775
Sc 2.0617 1.8013 -0.1161
H 0.8664 -1.4245 0.7830
H -1.3638 -2.1211 -0.0108
H -1.2458 -1.0136 -1.4382
H -0.9885 1.7312 1.0075
H -1.2352 1.4919 -0.7617
H 1.0937 -1.2292 -0.9583
O 3.3758 1.4709 1.1580

Record 3
13
Properties=species:S:1:pos:R:3 method="wB97M-V/def2-TZVPD" e_lumo_ev=0.7 gap_ev=8.9
C -1.0085 -0.8899 0.6483
C 0.3773 -0.9178 0.3510
C 0.9655 0.9683 -0.8478
O -0.5477 -1.3945 -0.6309
O 0.2419 0.5652 -1.8821
O 2.2502 0.9714 -0.9489
O 0.4276 1.9138 -0.0013
H -1.4525 -1.5647 1.3401
H -1.5370 0.0356 0.4755
H 0.9898 -1.6598 0.7515
H -0.2314 -0.4026 -1.4931
H 2.6704 1.8122 -0.8512
H -0.4212 1.5835 0.0865

Record 4
13
Properties=species:S:1:pos:R:3 method="wB97M-V/def2-TZVPD" e_lumo_ev=0.7 gap_ev=9.9
C 1.4671 -0.3169 -0.6964
C 0.2331 -1.0427 -0.3148
C -0.9500 0.4256 0.3606
O 1.3538 -0.9738 0.5391
O -0.2361 0.8743 1.3901
O -2.1030 -0.1549 0.8509
O -1.0985 1.3959 -0.6344
H 2.2108 -0.9150 -1.3008
H 1.6604 0.7517 -0.5628
H -0.1430 -1.9660 -0.5056
H 0.5180 0.1210 1.4360
H -2.7207 -0.0208 0.1067
H -0.1918 1.8216 -0.6685

Record 5
13
Properties=species:S:1:pos:R:3 method="wB97M-V/def2-TZVPD" e_lumo_ev=0.7 gap_ev=10.3
C 0.1528 -1.1072 1.2650
C 1.2826 0.6302 -0.6328
C -1.1734 -0.0891 -0.4310
O -0.8329 -0.3670 1.5607
O 0.3391 -0.4458 -0.4705
O -1.2920 1.2464 -0.4624
O -1.9334 -0.9003 -0.8449
H -2.2211 1.4454 -0.6528
H 1.1481 -0.9154 1.6998
H -0.0212 -2.1609 1.0056
H 1.0466 1.1895 -1.5362
H 2.2676 0.1727 -0.7272
H 1.2373 1.3013 0.2268

Record 6
13
Properties=species:S:1:pos:R:3 method="wB97M-V/def2-TZVPD" e_lumo_ev="-0.8 / -0.8" gap_ev="8.4 / 8.4"
C 1.2175 -0.2565 0.4344
C -2.1423 -0.0527 -0.0698
C -1.1167 0.9304 -0.7232
O 1.1785 -1.0447 -0.7129
O 2.4686 0.3284 0.6711
O -1.3523 0.3913 0.9558
O -0.9394 1.4487 -1.7446
H 2.9979 -0.3032 1.1789
H 1.6022 -0.5979 -1.4575
H 0.4280 0.5906 0.7579
H 0.8568 -0.8111 1.3109
H -3.1460 0.3817 0.0011
H -2.0526 -1.0051 -0.6021

Record 7
15
Properties=species:S:1:pos:R:3 method="wB97M-V/def2-TZVPD" e_lumo_ev=0.4 gap_ev=8.9
C 0.5940 0.5163 -0.7229
C -0.7834 -1.7835 -0.1855
C 1.8422 0.2179 0.0033
O -1.4722 2.3212 -0.4514
O -0.9004 1.0304 1.6342
O -1.6710 -1.1545 -0.9511
O -2.1033 0.0330 -0.3830
O -0.4467 -1.3589 0.9124
S -0.8263 1.1638 -0.0014
H 0.8020 1.1901 -1.5489
H -0.8846 -2.7441 -0.6057
H 2.4962 -0.3552 -0.7236
H 1.7030 -0.2583 1.0239
H 2.4694 1.1719 0.2622
H -0.8190 0.0100 1.7376

Record 8
11
Properties=species:S:1:pos:R:3 method="wB97M-V/def2-TZVPD" e_lumo_ev=-0.8 gap_ev=8.3
C -1.1532 0.2750 1.4998
C 0.6502 -0.3499 -0.4422
C 1.2759 0.0869 -1.6913
H -1.0706 -0.6515 2.2895
H -1.8372 -0.2430 0.6465
H -1.9590 1.0114 1.8052
H 1.1104 -1.0384 0.2246
H -0.4621 -0.8551 -0.6404
H 0.3877 0.3292 -2.8673
O 2.7316 0.4333 -1.4633
S 0.3263 1.0021 0.6388

Record 9
11
Properties=species:S:1:pos:R:3 method="wB97M-V/def2-TZVPD" e_lumo_ev=1.0 gap_ev=9.3
C -0.4509 1.1206 -0.3211
C 0.8616 0.4683 0.1739
C -0.2073 -1.4114 -0.1022
H -0.6966 2.0146 0.3625
H -0.4336 1.5383 -1.3623
H 0.6618 0.1539 1.4232
H 1.6684 1.0660 -0.1133
H -0.4871 -2.4517 -0.5460
H -0.1488 -1.4670 1.0024
O 0.8268 -0.8023 -0.4471
S -1.5944 -0.2294 -0.0701

Record 10
12
Properties=species:S:1:pos:R:3 method="wB97M-V/def2-TZVPD" e_lumo_ev=-0.2 gap_ev=8.2
C 1.7037 0.1183 0.3911
C -0.5654 0.5483 -0.9879
C -1.2282 0.0115 0.2415
H 2.9216 0.3345 0.3903
H 1.2070 0.7155 1.2121
H 1.5332 -1.0048 0.4537
H -2.2683 0.3337 0.0631
H -0.8584 0.6327 1.0162
H -1.0714 -1.9595 -0.0663
O -0.7453 -1.2206 0.5531
S 1.0839 0.8004 -1.0623
S -1.7123 0.6900 -2.2046

Record 11
12
Properties=species:S:1:pos:R:3 method="wB97M-V/def2-TZVPD" e_lumo_ev=0.0 gap_ev=8.9
C -1.3429 0.2510 -0.3988
C 0.0531 -2.0127 -0.1221
C 1.6927 1.4765 0.3575
O 2.3469 0.9991 1.2382
S -2.5498 1.3747 0.1419
S -1.2302 -1.0072 0.7014
H 0.2548 -1.5417 -1.0690
H -0.5087 -2.8663 -0.4359
H 1.0294 -2.2469 0.3986
H 1.3207 2.4490 0.5878
H 1.4391 0.8361 -0.4417
H -2.5052 2.2885 -0.9578

Record 12
12
Properties=species:S:1:pos:R:3 method="wB97M-V/def2-TZVPD" e_lumo_ev=-0.4 gap_ev=8.5
C -1.6970 -0.8117 -0.0105
C 1.1591 -0.5995 -0.0243
C 0.7473 0.8348 0.4502
H -2.4667 -1.3935 -0.4383
H -1.5425 0.1057 -0.5949
H -1.9343 -0.6336 1.0372
H 1.6473 1.2332 0.9474
H -0.0743 0.8578 1.1321
H 1.1745 1.5204 -1.2823
O 0.3886 1.6402 -0.7037
S -0.1285 -1.6879 -0.3416
S 2.7266 -1.0660 -0.1713

Record 13
10
Properties=species:S:1:pos:R:3 method="wB97M-V/def2-TZVPD" e_lumo_ev=1.1 gap_ev=9.9
C 0.4386 -0.2145 0.5881
C -0.4195 0.6537 -0.0608
C -0.6949 -0.8008 -0.3094
H 1.9717 1.1404 -0.0828
H 0.0662 -0.5120 1.7310
H -1.3113 1.1947 0.3461
H -0.1589 1.2108 -1.0470
H -1.5038 -1.4376 0.1045
H -0.3739 -0.9919 -1.1684
S 1.9859 -0.2428 -0.1013

Record 14
10
Properties=species:S:1:pos:R:3 method="wB97M-V/def2-TZVPD" e_lumo_ev=-0.1 gap_ev=8.8
C -0.3531 -0.8870 0.2525
C -0.6509 0.5958 -0.1683
C 0.4238 -0.2271 -0.7580
S 2.6262 0.1178 0.1091
H 0.0591 -1.0268 1.2980
H -1.0420 -1.5821 -0.1062
H -1.5521 0.4834 -0.6217
H -0.6526 1.4341 0.5868
H 0.8584 -0.4723 -1.6643
H 2.5420 1.5632 0.1044

Record 15
10
Properties=species:S:1:pos:R:3 method="wB97M-V/def2-TZVPD" e_lumo_ev="1.0 / -2.7" s2=2.0069 gap_ev="7.0 / 7.2" spin_multiplicity=3
C 0.3601 -0.5807 0.9052
C -0.1989 0.7920 0.6087
C -0.5527 -0.3621 -0.2218
S 0.4906 -0.6102 -2.3048
H 1.4063 -0.7388 0.6926
H 0.0051 -1.1490 1.7542
H -0.9809 1.1955 1.2395
H 0.4812 1.5419 0.2371
H -1.5130 -0.7962 -0.4071
H 0.5020 0.7075 -2.5036

Record 16
11
Properties=species:S:1:pos:R:3 method="wB97M-V/def2-TZVPD" e_lumo_ev=-0.4 gap_ev=8.1
C 0.4745 0.7537 -1.9433
C 1.1929 -0.6237 -1.0056
C 0.2988 -0.4290 0.1911
H 1.1372 0.9195 -2.7523
H -0.9494 0.3733 -2.1712
H 0.4631 2.2525 -1.6323
H 0.9571 -1.8605 -1.2617
H 2.5058 -0.3710 -0.6668
H -2.1782 -0.0126 1.0153
S -1.4967 -0.0488 -0.2494
S 0.6384 0.0796 1.7504

Record 17
12
Properties=species:S:1:pos:R:3 method="wB97M-V/def2-TZVPD" e_lumo_ev=-0.5 gap_ev=7.9
C 1.4941 0.4718 0.1058
C -0.4070 -0.8566 -1.5227
C -1.2410 0.2289 0.9809
H 1.3953 -0.1328 1.1227
H 2.5431 0.8011 0.0155
H 0.9813 1.3491 -0.1522
H -0.9891 -0.8799 1.4429
H -2.3761 0.6010 1.2535
H -0.5738 0.8402 1.5396
S 1.3305 -0.9126 -1.1249
S -0.7433 -1.7374 -2.9399
S -1.4139 0.2272 -0.7210

Record 18
10
Properties=species:S:1:pos:R:3 method="wB97M-V/def2-TZVPD" e_lumo_ev=0.8 gap_ev=9.6
C 1.2052 0.6688 0.8679
C 0.8379 0.4531 -0.3806
C -0.5308 -0.3037 -0.7513
Se -2.0556 -0.2886 0.5494
H 1.9914 1.2633 1.3472
H 0.6640 0.2859 1.7069
H 1.3745 0.8832 -1.2447
H -0.8791 0.1271 -1.7457
H -0.4753 -1.2948 -1.1436
H -2.1323 -1.7944 0.7945

Record 19
10
Properties=species:S:1:pos:R:3 method="wB97M-V/def2-TZVPD" e_lumo_ev=0.1 gap_ev=10.1
C 3.1723 -0.1751 -0.0071
C 1.9604 -0.2213 -0.0402
C -1.9938 -0.3601 0.0203
Si -0.0950 0.1822 -0.1345
H 4.2065 -0.0916 0.1631
H -2.1815 -1.4034 0.3068
H -2.5678 -0.1086 -0.9389
H -2.4802 0.1428 0.8183
H -0.0029 0.8526 -1.3418
H -0.0179 1.1826 1.1540

Record 20
14
Properties=species:S:1:pos:R:3 method="wB97M-V/def2-TZVPD" e_lumo_ev="0.6 / -2.1" s2=2.0067 gap_ev="9.6 / 6.7" spin_multiplicity=3
O 0.4706 2.1484 0.1119
C -0.7952 1.6501 -0.1608
C -1.0218 0.3014 0.5161
O 0.1535 -0.4910 0.2955
C 0.1180 -1.8137 -0.0832
H -0.9669 1.5245 -1.2500
H -1.5947 2.3257 0.2009
H -1.9001 -0.2275 0.1216
H -1.0703 0.4252 1.6089
H -0.6777 -2.3761 0.4110
H 0.3199 -1.9136 -1.1519
Ag 1.8266 0.8043 0.1720
O 2.9018 -0.7027 -0.3531
H 2.2363 -1.6552 -0.4390

What ΔE to the lowest compared entry with this formula, charge and spin values result from the calculations? In sequence: 115.3; 106.9; 462.0; 369.8; 283.7; 624.1; 533.9; 561.7; 224.9; 213.8; 353.8; 111.5; 223.3; 276.7; 87.5; 723.3; 199.0; 0.0; 144.9; 91.9 kJ/mol.
What max |F| values result from the calculations? In sequence: 0.0902; 0.1429; 0.0768; 0.1365; 0.0467; 0.1663; 0.0737; 0.2033; 0.1601; 0.0802; 0.0373; 0.0388; 0.1531; 0.0973; 0.0294; 0.1020; 0.1022; 0.0443; 0.0812; 0.1050 Eh/bohr.
What molar mass values result from the calculations? In sequence: 122.14; 135.03; 106.08; 106.08; 106.08; 106.08; 154.14; 90.15; 90.15; 122.21; 122.21; 122.21; 74.15; 74.15; 74.15; 106.22; 138.28; 121.04; 70.17; 198.95 g/mol.